Record 1
Formula: C2H11NO2S2
Source: OMol25
Level of theory: ωB97M-V with the def2-TZVPD basis set

ORCA input file:
```
! RIJCOSX wB97M-V def2-TZVPD def2/J DEFGRID3
* xyz -1 2
N -1.43 -2.15 -0.91
C -1.43 -1.00 0.03
C -0.43 -1.09 1.18
S -0.44 0.52 2.06
S 0.17 2.07 1.01
H -2.26 -2.28 -1.47
H -1.18 -3.02 -0.43
H -1.25 -0.08 -0.51
H -2.40 -1.00 0.54
H -0.58 -1.97 1.82
H 0.61 -1.35 0.92
H -0.76 2.97 0.45
H 3.09 0.84 -1.84
H 2.24 -0.18 -2.53
O 3.03 0.35 -2.68
H -0.17 -1.45 -1.87
H 1.19 -1.54 -2.61
O 0.45 -0.94 -2.45
*
```

As for the HOMO energy (alpha / beta): 0.14 / -4.36 eV. The total energy comes out at -29506.854 eV. The HOMO-LUMO gap (alpha / beta) is 3.119 / 7.542 eV. As for the largest force on an atom: 4.40 eV Å⁻¹. For the energy above the lowest of the compared OMol25 structures with the same formula, charge and spin, the calculation gives 33.6 kcal/mol. As for the expectation value of S²: 0.75.



Record 2
Formula: H24NeO12
Source: OMol25
Level of theory: ωB97M-V with the def2-TZVPD basis set

ORCA input file:
```
! RIJCOSX wB97M-V def2-TZVPD def2/J DEFGRID3
* xyz 0 1
Ne 0.04 -0.20 -0.12
O -2.93 -2.46 1.50
H -2.96 -1.85 0.76
H -3.79 -2.36 1.92
O 2.35 -1.47 1.79
H 1.62 -1.11 2.28
H 1.95 -2.09 1.18
O -2.09 2.81 -0.76
H -1.17 3.04 -0.91
H -2.08 2.30 0.05
O -2.74 -1.34 -1.23
H -3.54 -1.69 -1.63
H -2.58 -0.52 -1.70
O -2.74 1.85 1.66
H -1.84 2.05 1.92
H -3.11 1.38 2.41
O 1.36 -0.37 -3.74
H 0.67 0.26 -3.54
H 0.91 -1.22 -3.75
O 2.98 2.29 -0.65
H 3.35 2.69 -1.43
H 3.40 2.77 0.08
O 3.98 -0.23 0.15
H 3.62 0.63 -0.08
H 3.33 -0.60 0.75
O -1.12 -3.83 -0.97
H -1.59 -2.99 -0.95
H -1.12 -4.08 -1.89
O -0.10 2.53 2.32
H 0.80 2.22 2.45
H -0.20 3.24 2.95
O 0.62 3.71 -0.42
H 1.18 2.99 -0.74
H 0.36 3.43 0.46
O 1.18 -3.74 0.28
H 1.68 -4.36 -0.25
H 0.32 -3.70 -0.15
*
```

As for the HOMO energy: -9.87 eV. The total energy comes out at -28468.783 eV. The HOMO-LUMO gap is 9.623 eV. As for the largest force on an atom: 1.25 eV Å⁻¹. For the energy above the lowest of the compared OMol25 structures with the same formula, charge and spin, the calculation gives 33.3 kcal/mol.



Record 3
Formula: C14H23AgO9S2
Source: OMol25
Level of theory: ωB97M-V with the def2-TZVPD basis set

ORCA input file:
```
! RIJCOSX wB97M-V def2-TZVPD def2/J DEFGRID3
* xyz -4 1
Ag -1.10 0.41 -1.43
C 4.69 3.74 -0.08
C 4.90 3.11 -1.44
O 3.80 2.48 -2.12
H 5.22 4.68 0.06
H 5.12 2.98 0.58
H 3.66 4.02 0.11
H 5.69 2.38 -1.26
H 5.43 3.81 -2.08
O -1.18 -6.21 -7.55
C -2.53 -6.02 -7.08
C -3.01 -4.53 -6.68
O -2.43 -3.63 -5.75
H -2.75 -6.65 -6.22
H -3.23 -6.41 -7.82
H -4.05 -4.68 -6.39
H -3.17 -3.93 -7.57
C 3.53 -4.29 2.89
C 4.13 -5.09 3.77
C 4.55 -6.53 3.37
O 5.10 -7.41 4.16
C 4.53 -6.87 2.07
C 3.92 -6.07 1.03
C 3.27 -4.62 1.53
O 2.72 -3.95 0.68
O 4.07 -6.12 -0.19
O 4.22 -4.57 4.93
H 3.30 -3.28 3.20
H 4.93 -7.84 1.80
C -4.82 7.22 -3.05
S -4.06 6.78 -1.44
O -3.86 5.27 -1.22
C -2.36 7.32 -1.80
H -4.25 6.79 -3.87
H -4.78 8.30 -3.19
H -5.85 6.85 -3.10
H -1.85 6.62 -2.45
H -1.82 7.34 -0.86
H -2.39 8.23 -2.41
C -3.93 0.83 6.37
S -3.21 1.28 4.77
O -3.26 0.13 3.78
C -1.46 1.42 5.41
H -4.01 1.65 7.07
H -3.20 0.16 6.81
H -4.87 0.30 6.20
H -0.90 1.26 4.49
H -1.22 0.84 6.31
H -1.24 2.46 5.66
*
```

As for the HOMO energy: 3.25 eV. The total energy comes out at -58967.746 eV. The HOMO-LUMO gap is 1.491 eV. As for the largest force on an atom: 4.63 eV Å⁻¹.



Record 4
Formula: C6H6BrNO5P
Source: OMol25
Level of theory: ωB97M-V with the def2-TZVPD basis set

ORCA input file:
```
! RIJCOSX wB97M-V def2-TZVPD def2/J DEFGRID3
* xyz -1 1
O 1.99 -1.86 1.01
C 1.09 -1.78 0.23
O -0.21 -2.11 0.63
C -1.03 -1.00 0.52
C -1.07 0.04 1.50
C -1.97 1.12 1.33
N -2.82 1.39 0.32
C -2.73 0.38 -0.58
C -1.94 -0.79 -0.56
O 1.33 -1.41 -1.06
P 2.17 0.17 -1.22
O 1.50 1.31 -0.19
O 3.75 0.05 -0.69
H -0.42 0.00 2.39
H -1.98 1.87 2.14
H -3.39 0.50 -1.46
H -2.01 -1.52 -1.37
H 0.57 1.38 -0.48
H 3.72 0.05 0.29
Br 3.45 2.20 -2.75
*
```

As for the HOMO energy: -3.43 eV. The total energy comes out at -97380.806 eV. The HOMO-LUMO gap is 6.107 eV. As for the largest force on an atom: 4.93 eV Å⁻¹.



Record 5
Formula: C15H24BrNO9S2
Source: OMol25
Level of theory: ωB97M-V with the def2-TZVPD basis set

ORCA input file:
```
! RIJCOSX wB97M-V def2-TZVPD def2/J DEFGRID3
* xyz 0 1
C -0.10 -1.72 0.94
C -0.82 -1.51 -0.39
N 0.05 -1.35 -1.56
C -0.85 -0.97 -2.69
C -1.03 0.55 -2.80
C 0.70 -2.58 -1.90
S -0.13 -3.93 -2.29
S 2.43 -2.71 -1.98
C 3.16 -1.11 -1.57
C 2.98 -0.68 -0.11
C 4.27 -0.11 0.46
O 4.52 1.24 -0.02
C 3.82 2.12 0.67
O 4.02 2.45 1.76
O 2.74 2.65 0.03
Br 3.00 2.90 -1.78
H 0.28 -2.74 0.97
H -0.76 -1.53 1.76
H 0.74 -1.04 0.97
H -1.57 -2.30 -0.49
H -1.38 -0.59 -0.31
H -1.82 -1.42 -2.55
H -0.43 -1.30 -3.62
H -1.30 0.82 -3.82
H -0.11 1.08 -2.55
H -1.83 0.91 -2.17
H 4.22 -1.25 -1.72
H 2.87 -0.33 -2.25
H 2.70 -1.51 0.51
H 2.22 0.09 -0.10
H 4.17 -0.07 1.54
H 5.13 -0.71 0.22
O 0.51 1.46 6.98
C 1.00 2.18 6.19
O 0.31 2.95 5.31
C 1.23 3.85 4.68
C 2.54 3.12 4.83
O 2.34 2.35 6.02
H 0.96 4.02 3.64
H 1.22 4.80 5.22
H 2.74 2.44 4.00
H 3.39 3.79 4.94
O -3.72 -0.35 -1.23
C -4.65 -0.83 -1.79
O -4.93 -0.63 -3.10
C -5.97 -1.55 -3.47
C -6.64 -1.83 -2.14
O -5.56 -1.64 -1.21
H -6.65 -1.09 -4.19
H -5.52 -2.44 -3.91
H -7.43 -1.11 -1.90
H -7.04 -2.83 -2.07
*
```

As for the HOMO energy: -8.57 eV. The total energy comes out at -127572.396 eV. The HOMO-LUMO gap is 7.442 eV. As for the SMILES: CCN(CC)C(=S)SCCCOC(=O)OBr.O=C1OCCO1.O=C1OCCO1. As for the largest force on an atom: 4.40 eV Å⁻¹.



Record 6
Formula: C38H52FeN2O2P2
Source: OMol25
Level of theory: ωB97M-V with the def2-TZVPD basis set

ORCA input file:
```
! RIJCOSX wB97M-V def2-TZVPD def2/J DEFGRID3
* xyz 1 6
Fe -1.12 1.73 0.07
C -2.99 1.96 1.14
C -3.04 2.67 -0.12
C -2.72 0.41 -0.57
C -2.77 0.57 0.86
C -2.87 1.70 -1.17
C -3.35 2.48 2.48
H -3.10 3.54 2.59
H -2.84 1.91 3.27
H -4.43 2.38 2.66
C -2.89 -0.54 1.84
H -2.53 -0.25 2.84
H -2.32 -1.43 1.52
H -3.94 -0.86 1.95
C -2.79 -0.88 -1.30
H -3.80 -1.05 -1.71
H -2.56 -1.73 -0.64
H -2.09 -0.92 -2.14
C -3.06 1.91 -2.63
H -4.12 1.76 -2.91
H -2.47 1.19 -3.21
H -2.78 2.92 -2.95
C -3.39 4.10 -0.30
H -4.48 4.22 -0.34
H -2.98 4.49 -1.24
H -3.02 4.71 0.53
C 3.24 3.32 1.85
C 2.57 4.43 2.25
C 2.72 5.77 1.63
C 3.00 5.78 0.11
C 2.32 4.71 -0.70
C 2.99 3.62 -1.10
C 4.31 3.19 -0.52
C 4.47 3.39 1.00
H 3.55 6.32 2.11
H 4.09 5.77 -0.05
H 1.80 6.36 1.83
H 5.01 4.34 1.18
H 3.04 2.34 2.31
H 2.02 4.49 3.19
H 5.16 2.60 1.34
H 4.45 2.12 -0.76
H 2.69 2.97 -1.94
H 5.15 3.72 -1.01
H 2.65 6.76 -0.26
H 1.31 4.95 -1.05
P 0.33 1.15 1.54
C 0.93 -0.08 2.65
C 0.00 2.71 2.36
P 0.40 1.63 -1.47
C 1.50 1.45 0.09
C 0.18 3.14 -2.45
C 0.86 0.29 -2.57
H 0.70 -1.06 2.21
H 0.42 0.01 3.62
H 2.02 0.00 2.80
H 0.92 3.27 2.29
H -0.25 2.55 3.42
H -0.79 3.33 1.90
H 1.42 0.70 -3.43
H -0.05 -0.19 -2.94
H 1.48 -0.46 -2.05
H 2.18 0.59 -0.03
H 2.04 2.37 0.33
H -0.39 2.89 -3.35
H 1.12 3.62 -2.73
H -0.41 3.86 -1.87
O 2.34 -1.67 -0.36
C 1.44 -2.45 -0.05
N 1.53 -3.84 -0.21
C 0.23 -4.44 -0.15
C -0.57 -3.25 0.44
O -1.77 -3.35 0.76
N 0.20 -2.15 0.49
C -0.31 -4.73 -1.56
C -1.67 -5.06 -1.71
C -2.20 -5.34 -2.97
C -1.38 -5.28 -4.10
C -0.03 -4.94 -3.96
C 0.51 -4.67 -2.70
C 0.20 -5.61 0.81
C -0.26 -6.89 0.44
C -0.33 -7.90 1.40
C 0.10 -7.67 2.71
C 0.62 -6.41 3.05
C 0.68 -5.39 2.10
H 2.33 -4.21 -0.69
H -2.30 -5.07 -0.82
H -3.25 -5.61 -3.05
H -1.79 -5.49 -5.08
H 0.63 -4.88 -4.83
H 1.56 -4.40 -2.60
H -0.57 -7.08 -0.59
H -0.73 -8.87 1.11
H 0.05 -8.46 3.45
H 0.98 -6.21 4.06
H 1.10 -4.42 2.36
*
```

As for the HOMO energy (alpha / beta): -9.98 / -10.08 eV. The total energy comes out at -100280.014 eV. The HOMO-LUMO gap (alpha / beta) is 7.258 / 5.422 eV. As for the largest force on an atom: 1.74 eV Å⁻¹. For the energy above the lowest of the compared OMol25 structures with the same formula, charge and spin, the calculation gives 0.0 kcal/mol. As for the expectation value of S²: 8.78.



Record 7
Formula: C6H11NO
Source: OMol25
Level of theory: ωB97M-V with the def2-TZVPD basis set

ORCA input file:
```
! RIJCOSX wB97M-V def2-TZVPD def2/J DEFGRID3
* xyz 0 1
C -1.07 -0.42 -1.91
C -0.84 0.61 -0.87
C -0.55 -0.08 0.76
C -1.12 -1.26 1.08
N -1.34 1.75 -0.83
H -1.18 2.41 -0.08
H -0.68 0.74 1.46
H -2.09 -0.81 -1.82
H -0.93 0.05 -2.88
H -0.36 -1.24 -1.82
H -1.09 -2.10 0.40
H -1.73 -1.39 1.97
C 2.12 0.45 1.20
C 1.25 -0.03 0.07
O 1.18 0.70 -1.00
H 1.37 -1.12 -0.12
H 2.13 -0.23 2.05
H 1.79 1.44 1.54
H 3.14 0.54 0.81
*
```

As for the HOMO energy (alpha / beta): -8.70 / -8.70 eV. The total energy comes out at -9933.207 eV. The HOMO-LUMO gap (alpha / beta) is 7.769 / 7.768 eV. As for the largest force on an atom: 3.13 eV Å⁻¹. For the energy above the lowest of the compared OMol25 structures with the same formula, charge and spin, the calculation gives 121.0 kcal/mol.



Record 8
Formula: C5H14
Source: OMol25
Level of theory: ωB97M-V with the def2-TZVPD basis set

ORCA input file:
```
! RIJCOSX wB97M-V def2-TZVPD def2/J DEFGRID3
* xyz 1 2
C -0.41 1.49 1.65
C -1.50 2.45 2.14
H 0.15 1.16 2.53
H 0.23 1.91 0.87
H -0.72 0.52 1.21
H -2.15 1.98 2.88
H -0.96 3.22 2.65
H -2.09 2.73 1.28
C 0.49 -0.88 -1.59
C 0.05 -2.15 -2.15
C 1.37 -0.97 -0.40
H 1.05 -0.38 -2.50
H -0.37 -0.18 -1.45
H -0.51 -2.85 -1.48
H 2.21 -1.64 -0.58
H 0.81 -1.32 0.47
H 1.87 -0.05 -0.04
H -0.37 -2.10 -3.15
H 0.86 -2.94 -2.34
*
```

As for the HOMO energy (alpha / beta): -14.74 / -14.74 eV. The total energy comes out at -5400.390 eV. The HOMO-LUMO gap (alpha / beta) is 11.500 / 3.609 eV. As for the largest force on an atom: 1.99 eV Å⁻¹. For the energy above the lowest of the compared OMol25 structures with the same formula, charge and spin, the calculation gives 16.5 kcal/mol. As for the expectation value of S²: 0.75.



Record 9
Formula: C26H24BrGeN3O3RuSe3Te
Source: OMol25
Level of theory: ωB97M-V with the def2-TZVPD basis set

ORCA input file:
```
! RIJCOSX wB97M-V def2-TZVPD def2/J DEFGRID3
* xyz 1 6
Ru 1.17 -0.09 0.19
Se 1.27 -1.06 2.78
Se 1.94 -2.63 4.66
Te 3.71 -3.94 3.76
Se 2.90 -1.46 1.31
C 1.27 -0.61 -4.32
C 0.72 -0.12 -3.02
O 1.35 -0.40 -1.98
N -0.41 0.58 -3.05
C -1.02 1.25 -1.90
C -0.26 2.50 -1.54
C -0.79 3.77 -1.69
C 0.03 4.86 -1.40
C 1.33 4.62 -1.00
C 1.77 3.31 -0.88
N 0.99 2.26 -1.13
H 1.49 -1.67 -4.23
H 2.21 -0.09 -4.51
H 0.60 -0.44 -5.16
H -0.80 0.75 -3.96
H -1.06 0.55 -1.06
H -2.06 1.46 -2.16
H -1.81 3.90 -2.01
H -0.35 5.86 -1.48
H 2.01 5.44 -0.78
H 2.77 3.09 -0.54
Ge 0.55 -2.50 -0.40
C 0.44 -3.84 0.99
C -0.57 -3.84 1.96
C -0.66 -4.86 2.89
C 0.27 -5.90 2.87
C 1.28 -5.91 1.92
C 1.36 -4.88 0.99
C -1.20 -2.21 -1.19
C -1.42 -2.56 -2.52
C -2.67 -2.43 -3.10
C -3.73 -1.93 -2.35
C -3.53 -1.58 -1.02
C -2.27 -1.72 -0.45
H 1.53 -3.03 -1.46
H -1.30 -3.05 1.98
H -1.44 -4.85 3.63
H 0.20 -6.70 3.60
H 1.99 -6.72 1.90
H 2.15 -4.92 0.24
H -0.60 -2.96 -3.12
H -2.83 -2.71 -4.13
H -4.71 -1.83 -2.79
H -4.35 -1.21 -0.43
H -2.13 -1.43 0.59
Br -2.47 5.92 3.17
C -0.77 5.10 3.05
C 0.35 5.76 3.53
N 1.57 5.25 3.47
C 1.71 4.05 2.91
C 0.65 3.32 2.40
C -0.63 3.85 2.48
C 0.87 2.02 1.73
O 2.02 1.61 1.45
O -0.14 1.33 1.39
H 0.25 6.74 3.98
H 2.72 3.65 2.86
H -1.48 3.30 2.09
*
```

As for the HOMO energy (alpha / beta): -10.62 / -10.88 eV. The total energy comes out at -370430.632 eV. The HOMO-LUMO gap (alpha / beta) is 6.968 / 5.613 eV. As for the largest force on an atom: 0.86 eV Å⁻¹. For the energy above the lowest of the compared OMol25 structures with the same formula, charge and spin, the calculation gives 34.8 kcal/mol. As for the expectation value of S²: 8.85.



Record 10
Formula: C22H64N20O13
Source: OMol25
Level of theory: ωB97M-V with the def2-TZVPD basis set

ORCA input file:
```
! RIJCOSX wB97M-V def2-TZVPD def2/J DEFGRID3
* xyz 0 1
C -0.73 4.04 1.14
O -0.47 5.13 1.45
N -0.38 3.03 1.84
N -1.42 3.80 0.05
H 0.09 3.25 2.70
H -0.54 2.08 1.56
H -1.85 4.52 -0.51
H -1.73 2.84 0.08
C 2.94 -3.37 0.90
O 1.86 -3.87 1.18
N 3.26 -2.79 -0.20
N 3.91 -3.44 1.74
H 2.54 -2.70 -0.89
H 4.13 -2.35 -0.45
H 4.72 -2.90 1.48
H 3.87 -4.02 2.56
C -0.49 2.69 -4.19
O -1.61 2.35 -3.96
N 0.53 1.94 -4.28
N -0.20 3.94 -4.51
H 0.28 0.98 -4.51
H 1.40 2.44 -4.42
H -1.01 4.54 -4.51
H 0.72 4.26 -4.78
C -4.45 2.34 -2.29
O -5.51 2.11 -1.79
N -3.79 1.47 -2.91
N -3.95 3.56 -2.36
H -2.91 1.76 -3.32
H -4.16 0.54 -2.78
H -2.96 3.66 -2.50
H -4.54 4.31 -2.01
C 1.14 -2.14 -3.64
O 2.07 -2.43 -2.94
N -0.08 -2.64 -3.48
N 1.22 -1.45 -4.73
H -0.78 -2.47 -4.19
H -0.34 -3.03 -2.59
H 0.45 -1.31 -5.37
H 2.17 -1.10 -4.81
C 0.22 -2.45 4.40
O 0.15 -1.83 5.42
N -0.26 -3.68 4.31
N 0.77 -2.00 3.27
H -0.38 -4.23 3.48
H -0.45 -4.22 5.14
H 0.89 -2.69 2.54
H 1.39 -1.20 3.32
C -4.34 2.55 1.80
O -3.46 1.76 1.43
N -5.16 3.19 1.06
N -4.40 3.04 3.00
H -5.24 2.93 0.08
H -5.60 3.89 1.64
H -4.94 3.89 3.13
H -3.61 2.69 3.51
C -4.35 -1.72 2.20
O -4.89 -2.81 2.40
N -3.23 -1.34 2.72
N -4.83 -0.86 1.32
H -2.83 -0.48 2.36
H -2.69 -2.03 3.23
H -4.24 -0.05 1.21
H -5.66 -0.87 0.73
C -4.67 -2.04 -2.58
O -5.26 -1.11 -2.98
N -3.42 -2.14 -2.74
N -5.28 -3.02 -1.87
H -2.90 -1.51 -3.32
H -3.02 -3.04 -2.52
H -4.78 -3.87 -1.66
H -6.29 -3.00 -1.79
C 0.13 -5.77 -1.44
O -0.13 -6.44 -2.37
N -0.70 -4.90 -0.96
N 1.27 -5.67 -0.94
H -0.44 -4.19 -0.29
H -1.63 -5.04 -1.31
H 1.43 -5.19 -0.07
H 1.93 -6.31 -1.36
C 4.29 -0.21 5.06
C 4.45 -0.98 3.82
C 3.93 0.12 2.83
O 2.84 0.79 3.43
C 3.16 0.79 4.81
H 5.21 0.32 5.29
H 3.95 -0.82 5.90
H 3.75 -1.79 3.96
H 5.45 -1.37 3.61
H 3.67 -0.34 1.88
H 4.71 0.85 2.59
H 2.33 0.60 5.49
H 3.57 1.77 5.09
C 3.64 2.53 -1.38
C 3.77 3.79 -0.59
C 5.11 3.69 0.01
O 5.87 3.28 -1.08
C 5.07 2.54 -2.00
H 2.86 2.48 -2.14
H 3.41 1.74 -0.67
H 3.01 3.98 0.18
H 3.57 4.66 -1.23
H 5.14 3.05 0.89
H 5.35 4.67 0.44
H 5.29 1.48 -1.98
H 5.11 2.95 -3.01
C -0.85 0.22 -1.20
C 0.58 0.85 -0.84
C 0.97 0.32 0.53
O -0.36 -0.12 1.05
C -1.23 -0.67 0.02
H -0.66 -0.32 -2.13
H -1.47 1.08 -1.45
H 0.63 1.94 -0.76
H 1.40 0.59 -1.51
H 1.62 0.86 1.22
H 1.55 -0.59 0.40
H -2.25 -0.77 0.40
H -0.93 -1.70 -0.20
*
```

As for the HOMO energy: -8.75 eV. The total energy comes out at -80274.727 eV. The HOMO-LUMO gap is 8.287 eV. As for the largest force on an atom: 7.44 eV Å⁻¹.



Which value of largest force on an atom does entry 7 give?
3.13 eV Å⁻¹



What is the largest force on an atom in the seventh record?
3.13 eV Å⁻¹



largest force on an atom of number 7 (C6H11NO)?
3.13 eV Å⁻¹



Look up the largest force on an atom of the first one.
4.40 eV Å⁻¹